Molecular formula: C54H129BF4N12O12
Method: DFT, the ωB97M-V functional and the def2-TZVPD basis

Each atom is followed by the atoms it is bonded to, with distances in Å.
Geometry (Å):
1 C -5.841 -10.788 0.985  C2 1.581, H9 1.090, H10 1.090, H11 1.090
2 C -5.528 -9.958 2.293  C1 1.581, N3 1.423, H12 1.090, H13 1.090
3 N -5.195 -8.635 1.888  C2 1.423, C4 1.372, C7 1.368
4 C -4.005 -8.103 1.459  N3 1.372, C5 1.404, H14 1.080
5 C -4.218 -6.774 1.061  C4 1.404, N6 1.354, H15 1.080
6 N -5.487 -6.426 1.380  C5 1.354, C7 1.415, C8 1.414
7 C -6.077 -7.591 1.925  N3 1.368, N6 1.415, H16 1.080
8 C -6.167 -5.196 1.232  N6 1.414, H17 1.090, H18 1.090, H19 1.090
9 H -5.157 -10.695 0.141  C1 1.090
10 H -6.783 -10.485 0.528  C1 1.090
11 H -6.044 -11.851 1.114  C1 1.090
12 H -4.599 -10.311 2.740  C2 1.090
13 H -6.310 -9.886 3.049  C2 1.090
14 H -3.206 -8.821 1.348  C4 1.080
15 H -3.601 -6.004 0.621  C5 1.080
16 H -7.086 -7.700 2.295  C7 1.080
17 H -5.908 -4.632 0.336  C8 1.090
18 H -6.064 -4.615 2.149  C8 1.090
19 H -7.237 -5.338 1.082  C8 1.090
20 C -3.945 4.307 9.654  C21 1.482, H28 1.090, H29 1.090, H30 1.090
21 C -5.008 3.323 9.342  C20 1.482, N22 1.421, H31 1.090, H32 1.090
22 N -5.540 3.351 8.025  C21 1.421, C23 1.366, C26 1.362
23 C -6.773 3.756 7.596  N22 1.366, C24 1.443, H33 1.080
24 C -6.945 3.490 6.188  C23 1.443, N25 1.402, H34 1.080
25 N -5.637 3.196 5.779  C24 1.402, C26 1.360, C27 1.408
26 C -4.854 3.066 6.883  N22 1.362, N25 1.360, H35 1.080
27 C -5.308 2.718 4.495  N25 1.408, H36 1.090, H37 1.090, H38 1.090
28 H -3.064 4.026 9.076  C20 1.090
29 H -3.558 4.342 10.672  C20 1.090
30 H -4.134 5.300 9.246  C20 1.090
31 H -5.851 3.591 9.979  C21 1.090
32 H -4.634 2.389 9.762  C21 1.090
33 H -7.555 4.187 8.203  C23 1.080
34 H -7.750 3.476 5.469  C24 1.080
35 H -3.879 2.633 6.716  C26 1.080
36 H -4.683 1.825 4.504  C27 1.090
37 H -4.903 3.509 3.865  C27 1.090
38 H -6.235 2.426 4.002  C27 1.090
39 C -6.531 -5.346 -4.398  C40 1.608, H47 1.090, H48 1.090, H49 1.090
40 C -7.436 -4.393 -5.326  C39 1.608, N41 1.425, H50 1.090, H51 1.090
41 N -8.051 -3.306 -4.639  C40 1.425, C42 1.382, C45 1.371
42 C -9.286 -3.287 -4.020  N41 1.382, C43 1.362, H52 1.080
43 C -9.597 -1.994 -3.722  C42 1.362, N44 1.346, H53 1.080
44 N -8.625 -1.195 -4.200  C43 1.346, C45 1.393, C46 1.476
45 C -7.634 -2.005 -4.749  N41 1.371, N44 1.393, H54 1.080
46 C -8.496 0.266 -4.040  N44 1.476, H55 1.090, H56 1.090, H57 1.090
47 H -6.490 -6.332 -4.862  C39 1.090
48 H -7.018 -5.573 -3.450  C39 1.090
49 H -5.618 -4.829 -4.102  C39 1.090
50 H -8.249 -4.941 -5.801  C40 1.090
51 H -6.982 -4.029 -6.247  C40 1.090
52 H -9.837 -4.205 -3.883  C42 1.080
53 H -10.438 -1.565 -3.198  C43 1.080
54 H -6.769 -1.645 -5.287  C45 1.080
55 H -9.399 0.813 -4.312  C46 1.090
56 H -7.596 0.706 -4.470  C46 1.090
57 H -8.470 0.371 -2.955  C46 1.090
58 C 2.377 8.193 -1.199  O59 1.480, H69 1.090, H70 1.090, H71 1.090
59 O 2.070 9.631 -1.034  C58 1.480, C60 1.523
60 C 1.083 9.986 0.071  O59 1.523, C61 1.557, H72 1.090, H73 1.090
61 C 0.386 11.364 -0.128  C60 1.557, N62 1.560, H74 1.090, H75 1.090
62 N -0.044 11.328 -1.627  C61 1.560, H63 1.010, H64 1.010, C65 1.578
63 H 0.049 12.276 -1.964  N62 1.010
64 H 0.676 10.859 -2.159  N62 1.010
65 C -1.522 10.863 -1.924  N62 1.578, C66 1.542, H76 1.090, H77 1.090
66 C -1.745 9.352 -1.714  C65 1.542, O67 1.400, H78 1.090, H79 1.090
67 O -0.831 8.566 -2.424  C66 1.400, C68 1.468
68 C -1.252 7.186 -2.697  O67 1.468, H80 1.090, H81 1.090, H82 1.090
69 H 1.449 7.622 -1.191  C58 1.090
70 H 2.965 7.908 -0.327  C58 1.090
71 H 2.848 8.232 -2.182  C58 1.090
72 H 1.396 9.814 1.101  C60 1.090
73 H 0.334 9.194 0.071  C60 1.090
74 H 1.123 12.148 0.048  C61 1.090
75 H -0.493 11.301 0.512  C61 1.090
76 H -1.820 11.126 -2.939  C65 1.090
77 H -2.214 11.388 -1.265  C65 1.090
78 H -2.714 8.903 -1.931  C66 1.090
79 H -1.635 9.120 -0.654  C66 1.090
80 H -0.493 6.561 -3.169  C68 1.090
81 H -2.093 7.243 -3.389  C68 1.090
82 H -1.598 6.682 -1.795  C68 1.090
83 C 6.706 -12.826 -4.656  O84 1.467, H94 1.090, H95 1.090, H96 1.090
84 O 5.780 -11.700 -4.496  C83 1.467, C85 1.379
85 C 6.400 -10.470 -4.450  O84 1.379, C86 1.530, H97 1.090, H98 1.090
86 C 5.464 -9.323 -4.838  C85 1.530, N87 1.514, H99 1.090, H100 1.090
87 N 4.725 -9.577 -6.134  C86 1.514, H88 1.010, H89 1.010, C90 1.513
88 H 5.406 -9.994 -6.752  N87 1.010
89 H 3.974 -10.219 -5.925  N87 1.010
90 C 4.177 -8.454 -6.988  N87 1.513, C91 1.591, H101 1.090, H102 1.090
91 C 3.082 -7.545 -6.278  C90 1.591, O92 1.395, H103 1.090, H104 1.090
92 O 3.701 -6.999 -5.153  C91 1.395, C93 1.450
93 C 2.833 -6.047 -4.487  O92 1.450, H105 1.090, H106 1.090, H107 1.090
94 H 6.096 -13.715 -4.495  C83 1.090
95 H 7.427 -12.775 -3.840  C83 1.090
96 H 7.160 -12.734 -5.643  C83 1.090
97 H 7.219 -10.455 -5.168  C85 1.090
98 H 6.969 -10.371 -3.526  C85 1.090
99 H 6.006 -8.396 -5.025  C86 1.090
100 H 4.770 -9.049 -4.043  C86 1.090
101 H 3.752 -8.960 -7.854  C90 1.090
102 H 4.984 -7.745 -7.176  C90 1.090
103 H 2.270 -8.236 -6.050  C91 1.090
104 H 2.634 -6.779 -6.912  C91 1.090
105 H 2.004 -6.524 -3.964  C93 1.090
106 H 2.349 -5.205 -4.982  C93 1.090
107 H 3.473 -5.583 -3.737  C93 1.090
108 C 1.315 1.067 10.182  O109 1.440, H119 1.090, H120 1.090, H121 1.090
109 O 2.035 1.252 8.949  C108 1.440, C110 1.470
110 C 3.217 2.125 8.940  O109 1.470, C111 1.531, H122 1.090, H123 1.090
111 C 3.880 2.035 7.562  C110 1.531, N112 1.582, H124 1.090, H125 1.090
112 N 3.823 0.558 6.997  C111 1.582, H113 1.010, H114 1.010, C115 1.553
113 H 4.516 0.566 6.262  N112 1.010
114 H 4.134 -0.129 7.668  N112 1.010
115 C 2.528 0.098 6.275  N112 1.553, C116 1.508, H126 1.090, H127 1.090
116 C 2.214 0.961 5.079  C115 1.508, O117 1.425, H128 1.090, H129 1.090
117 O 1.266 1.952 5.467  C116 1.425, C118 1.399
118 C 1.173 3.000 4.545  O117 1.399, H130 1.090, H131 1.090, H132 1.090
119 H 0.809 1.941 10.594  C108 1.090
120 H 1.956 0.932 11.053  C108 1.090
121 H 0.680 0.184 10.127  C108 1.090
122 H 3.977 1.732 9.615  C110 1.090
123 H 3.030 3.154 9.244  C110 1.090
124 H 4.948 2.250 7.531  C111 1.090
125 H 3.382 2.679 6.837  C111 1.090
126 H 1.747 -0.023 7.025  C115 1.090
127 H 2.865 -0.834 5.821  C115 1.090
128 H 1.822 0.475 4.186  C116 1.090
129 H 3.106 1.546 4.852  C116 1.090
130 H 0.237 3.518 4.756  C118 1.090
131 H 0.961 2.698 3.520  C118 1.090
132 H 1.893 3.807 4.409  C118 1.090
133 C -8.220 -2.863 9.176  O134 1.440, H144 1.090, H145 1.090, H146 1.090
134 O -6.876 -3.217 9.553  C133 1.440, C135 1.462
135 C -6.696 -4.175 10.642  O134 1.462, C136 1.555, H147 1.090, H148 1.090
136 C -5.191 -4.550 10.752  C135 1.555, N137 1.533, H149 1.090, H150 1.090
137 N -4.839 -5.129 9.377  C136 1.533, H138 1.010, H139 1.010, C140 1.573
138 H -5.344 -5.996 9.257  N137 1.010
139 H -5.195 -4.537 8.640  N137 1.010
140 C -3.310 -5.367 9.089  N137 1.573, C141 1.484, H151 1.090, H152 1.090
141 C -2.654 -4.052 8.884  C140 1.484, O142 1.410, H153 1.090, H154 1.090
142 O -3.298 -3.272 7.901  C141 1.410, C143 1.413
143 C -2.941 -3.623 6.580  O142 1.413, H155 1.090, H156 1.090, H157 1.090
144 H -8.675 -2.137 9.850  C133 1.090
145 H -8.832 -3.763 9.136  C133 1.090
146 H -8.264 -2.376 8.202  C133 1.090
147 H -7.334 -5.049 10.515  C135 1.090
148 H -7.103 -3.595 11.470  C135 1.090
149 H -4.925 -5.322 11.473  C136 1.090
150 H -4.501 -3.732 10.960  C136 1.090
151 H -3.244 -5.912 8.147  C140 1.090
152 H -2.971 -6.026 9.887  C140 1.090
153 H -1.598 -4.154 8.633  C141 1.090
154 H -2.626 -3.533 9.842  C141 1.090
155 H -3.375 -4.523 6.145  C143 1.090
156 H -1.866 -3.778 6.487  C143 1.090
157 H -3.291 -2.787 5.975  C143 1.090
158 C 6.016 1.774 -3.433  O159 1.395, H169 1.090, H170 1.090, H171 1.090
159 O 6.625 2.841 -4.094  C158 1.395, C160 1.453
160 C 7.744 3.412 -3.364  O159 1.453, C161 1.491, H172 1.090, H173 1.090
161 C 9.018 2.678 -3.612  C160 1.491, N162 1.499, H174 1.090, H175 1.090
162 N 9.494 2.844 -5.024  C161 1.499, H163 1.010, H164 1.010, C165 1.507
163 H 8.801 2.402 -5.611  N162 1.010
164 H 9.502 3.818 -5.293  N162 1.010
165 C 10.856 2.285 -5.346  N162 1.507, C166 1.522, H176 1.090, H177 1.090
166 C 11.932 2.916 -4.474  C165 1.522, O167 1.465, H178 1.090, H179 1.090
167 O 11.867 2.489 -3.074  C166 1.465, C168 1.447
168 C 12.748 3.248 -2.214  O167 1.447, H180 1.090, H181 1.090, H182 1.090
169 H 5.071 1.562 -3.933  C158 1.090
170 H 5.634 2.113 -2.471  C158 1.090
171 H 6.478 0.787 -3.464  C158 1.090
172 H 7.537 3.602 -2.311  C160 1.090
173 H 7.855 4.374 -3.864  C160 1.090
174 H 8.896 1.605 -3.464  C161 1.090
175 H 9.703 3.189 -2.936  C161 1.090
176 H 11.060 2.524 -6.389  C165 1.090
177 H 10.805 1.199 -5.274  C165 1.090
178 H 11.806 3.993 -4.586  C166 1.090
179 H 12.904 2.620 -4.870  C166 1.090
180 H 12.928 2.604 -1.353  C168 1.090
181 H 12.221 4.162 -1.941  C168 1.090
182 H 13.728 3.532 -2.598  C168 1.090
183 C 2.499 8.449 -7.948  O184 1.457, H194 1.090, H195 1.090, H196 1.090
184 O 3.212 7.464 -8.750  C183 1.457, C185 1.429
185 C 4.567 7.208 -8.372  O184 1.429, C186 1.543, H197 1.090, H198 1.090
186 C 5.020 5.927 -9.103  C185 1.543, N187 1.584, H199 1.090, H200 1.090
187 N 4.103 4.648 -8.920  C186 1.584, H188 1.010, H189 1.010, C190 1.529
188 H 4.645 3.818 -8.725  N187 1.010
189 H 3.623 4.751 -8.037  N187 1.010
190 C 3.137 4.394 -10.078  N187 1.529, C191 1.511, H201 1.090, H202 1.090
191 C 2.077 3.453 -9.556  C190 1.511, O192 1.459, H203 1.090, H204 1.090
192 O 1.309 3.956 -8.422  C191 1.459, C193 1.448
193 C 0.445 2.942 -7.856  O192 1.448, H205 1.090, H206 1.090, H207 1.090
194 H 1.440 8.400 -8.199  C183 1.090
195 H 2.918 9.448 -8.065  C183 1.090
196 H 2.629 8.324 -6.873  C183 1.090
197 H 4.835 7.048 -7.327  C185 1.090
198 H 5.146 8.094 -8.632  C185 1.090
199 H 5.957 5.491 -8.758  C186 1.090
200 H 5.159 6.012 -10.180  C186 1.090
201 H 3.626 3.911 -10.925  C190 1.090
202 H 2.726 5.380 -10.295  C190 1.090
203 H 2.377 2.434 -9.312  C191 1.090
204 H 1.396 3.308 -10.394  C191 1.090
205 H -0.379 2.676 -8.517  C193 1.090
206 H 0.065 3.308 -6.902  C193 1.090
207 H 0.960 2.033 -7.542  C193 1.090
208 B -2.711 -0.274 -1.669  F209 1.392, F210 1.334, F211 1.381, F212 1.339
209 F -1.799 0.761 -1.857  B208 1.392
210 F -3.900 0.326 -1.595  B208 1.334
211 F -2.647 -1.213 -2.680  B208 1.381
212 F -2.385 -0.892 -0.526  B208 1.339

The molecular weight comes out at 1225.502 g mol⁻¹. As for the spin multiplicity: 1. The relative energy (zero: lowest compared OMol25 entry of this formula, charge and spin) comes out at 0.000 eV. The HOMO energy is -19.4 eV. The value obtained for the energy is -4115.99328 hartree. Its charge is +8.